Entry 1:
Entry from OMol25: a gas-phase ion, C6H18N2 (charge +2) at a distorted geometry (ωB97M-V/def2-TZVPD).

- E_LUMO: -6.19 eV
- HOMO-LUMO gap: 12.790 eV
- E_tot: -348.307287 hartree
- F_max: 2.63 eV/Å
- Structure (SMILES): C[C@H]([NH3+])CCCC[NH3+]

Structure (ORCA input):
```
! wB97M-V def2-TZVPD RIJCOSX def2/J DEFGRID3
* xyz 2 1
C -2.285 -0.121 0.176
C -1.634 0.817 -0.937
N -2.536 0.738 -2.183
C -0.170 0.372 -1.260
C 0.745 0.672 -0.045
C 1.888 -0.392 0.043
C 2.042 -1.263 1.229
N 2.334 -0.570 2.538
H -2.347 -1.072 -0.349
H -3.302 0.098 0.513
H -1.493 -0.072 0.919
H -1.727 1.894 -0.747
H -1.968 0.884 -3.054
H -3.181 -0.071 -2.296
H -3.167 1.548 -2.160
H -0.174 -0.700 -1.444
H 0.284 0.880 -2.119
H 0.167 0.612 0.884
H 1.150 1.668 -0.045
H 1.676 -1.030 -0.845
H 2.830 0.119 -0.139
H 1.050 -1.762 1.391
H 2.751 -2.104 1.238
H 2.220 -1.250 3.306
H 1.626 0.148 2.719
H 3.219 -0.044 2.667
*
```

Want to see where the charge sits? The natural (NBO) charges in e are: atom 1 (C): -0.6178, atom 2 (C): -0.0212, atom 3 (N): -0.6973, atom 4 (C): -0.4324, atom 5 (C): -0.3942, atom 6 (C): -0.4451, atom 7 (C): -0.2182, atom 8 (N): -0.6780, atom 9 (H): 0.2159, atom 10 (H): 0.2596, atom 11 (H): 0.2223, atom 12 (H): 0.2265, atom 13 (H): 0.4536, atom 14 (H): 0.4552, atom 15 (H): 0.4506, atom 16 (H): 0.2200, atom 17 (H): 0.2465, atom 18 (H): 0.1822, atom 19 (H): 0.2443, atom 20 (H): 0.2542, atom 21 (H): 0.2391, atom 22 (H): 0.2215, atom 23 (H): 0.2602, atom 24 (H): 0.4595, atom 25 (H): 0.4345, atom 26 (H): 0.4584

Entry 2:
Entry from OMol25: a molecular structure, C12H16N2O2S at a distorted geometry (ωB97M-V/def2-TZVPD).

- E_LUMO: 0.29 eV
- HOMO-LUMO gap: 8.160 eV
- E_tot: -1124.701779 hartree
- F_max: 14.93 eV/Å

Structure (ORCA input):
```
! wB97M-V def2-TZVPD RIJCOSX def2/J DEFGRID3
* xyz 0 1
C 1.195 5.199 2.603
C 1.286 4.092 1.402
O 1.728 4.311 0.242
N 0.965 2.947 1.883
C 0.852 1.846 1.111
C 1.400 1.668 0.016
C 1.359 0.421 -0.464
C 1.024 -0.687 -0.092
C 0.588 -0.530 1.259
C 0.509 0.612 1.916
H 0.436 0.708 2.993
H 0.343 -1.371 1.823
C 0.873 -1.991 -0.727
N 0.040 -2.930 -0.579
H 0.098 -3.703 -1.160
C -1.428 -2.419 -0.349
H -1.637 -1.598 0.235
C -2.034 -2.008 -1.762
C -2.008 -3.302 -2.930
O -2.805 -4.305 -2.192
H -3.743 -3.893 -2.251
H -0.980 -3.613 -2.831
H -2.389 -2.910 -3.734
H -2.930 -1.633 -1.511
H -1.177 -1.201 -2.527
H -1.993 -3.347 -0.137
S 2.277 -2.562 -1.281
H 1.985 0.195 -1.719
H 1.812 2.512 -0.456
H 0.664 2.868 2.947
H 0.304 5.289 2.874
H 1.889 5.140 3.266
H 1.499 6.199 2.131
*
```

Want to see where the charge sits? The natural (NBO) charges in e are: atom 1 (C): -0.6767, atom 2 (C): 0.6925, atom 3 (O): -0.6283, atom 4 (N): -0.5823, atom 5 (C): 0.1786, atom 6 (C): -0.3096, atom 7 (C): -0.0410, atom 8 (C): -0.1800, atom 9 (C): -0.1825, atom 10 (C): -0.2309, atom 11 (H): 0.2049, atom 12 (H): 0.2069, atom 13 (C): 0.1273, atom 14 (N): -0.5375, atom 15 (H): 0.4123, atom 16 (C): -0.2767, atom 17 (H): 0.2203, atom 18 (C): -0.3692, atom 19 (C): -0.0458, atom 20 (O): -0.7283, atom 21 (H): 0.4627, atom 22 (H): 0.1806, atom 23 (H): 0.1720, atom 24 (H): 0.1769, atom 25 (H): 0.1728, atom 26 (H): 0.2297, atom 27 (S): -0.1529, atom 28 (H): 0.1682, atom 29 (H): 0.2841, atom 30 (H): 0.4151, atom 31 (H): 0.1961, atom 32 (H): 0.2132, atom 33 (H): 0.2277

Entry 3:
Entry from OMol25: C2H5IN2 in the gas phase at a distorted geometry (ωB97M-V/def2-TZVPD).

- E_LUMO (spin up / spin down): 0.32 / -0.45 eV
- HOMO-LUMO gap (spin up / spin down): 6.453 / 8.765 eV
- E_tot: -486.225577 hartree
- F_max: 5.05 eV/Å
- <S²>: 2.009

Structure (ORCA input):
```
! wB97M-V def2-TZVPD RIJCOSX def2/J DEFGRID3
* xyz 0 3
C 0.416 1.439 0.201
C -0.543 0.302 -0.188
N -0.585 -2.027 -0.172
N 0.140 -0.912 -0.256
I -2.649 0.269 0.238
H -0.004 2.431 0.277
H 0.826 1.111 1.149
H 1.050 1.327 -0.621
H 1.286 -1.153 -0.387
H 0.064 -2.788 -0.241
*
```

Want to see where the charge sits? The natural (NBO) charges in e are: atom 1 (C): -0.6867, atom 2 (C): 0.0727, atom 3 (N): -0.3730, atom 4 (N): -0.5221, atom 5 (I): 0.1470, atom 6 (H): 0.2367, atom 7 (H): 0.2111, atom 8 (H): 0.2204, atom 9 (H): 0.3960, atom 10 (H): 0.2980

Entry 4:
Entry from OMol25: a molecular structure, C52H52AsGeN5NaO2S at a distorted geometry (ωB97M-V/def2-TZVPD).

- E_LUMO (spin up / spin down): 1.82 / 1.80 eV
- HOMO-LUMO gap (spin up / spin down): 4.281 / 3.363 eV
- E_tot: -7310.142100 hartree
- F_max: 3.89 eV/Å

Structure (ORCA input):
```
! wB97M-V def2-TZVPD RIJCOSX def2/J DEFGRID3
* xyz -1 1
Na -1.185 0.864 0.449
C 1.408 -1.624 1.150
C 1.022 -0.900 2.404
C 1.546 -1.332 3.641
C 1.254 -0.662 4.785
C 0.430 0.442 4.711
C -0.006 0.888 3.466
N 0.282 0.216 2.297
C -0.920 2.034 3.377
C -1.104 2.923 4.431
C -2.034 3.939 4.316
C -2.843 3.999 3.201
C -2.637 3.088 2.116
N -1.642 2.195 2.225
C -3.515 3.087 0.953
C -4.806 3.696 0.979
C -5.573 3.648 -0.179
C -5.059 3.181 -1.370
C -3.774 2.690 -1.353
C -3.120 2.302 -2.622
N -3.034 2.666 -0.243
H 1.914 -0.942 0.468
H 0.514 -1.973 0.640
H 2.123 -2.459 1.437
H 2.264 -2.166 3.649
H 1.599 -0.925 5.778
H 0.161 0.938 5.663
H -0.477 2.863 5.324
H -2.107 4.700 5.086
H -3.519 4.825 3.024
H -5.209 4.129 1.919
H -6.582 4.063 -0.204
H -5.571 3.088 -2.344
H -2.121 2.748 -2.644
H -3.699 2.670 -3.479
H -2.985 1.186 -2.635
C -2.575 -6.433 4.028
C -2.990 -4.988 4.078
C -3.500 -4.560 5.286
C -3.708 -3.195 5.413
N -3.628 -2.323 4.371
C -3.352 -2.944 3.231
S -3.646 -1.817 1.871
N -2.944 -4.182 3.031
H -2.203 -6.738 5.020
H -1.837 -6.671 3.279
H -3.466 -7.061 3.827
H -3.695 -5.227 6.150
H -3.985 -2.666 6.336
C -3.699 -1.861 -1.203
As -3.629 -3.295 0.140
C -5.280 -4.335 0.185
C -1.864 -4.248 0.055
C -2.059 -5.570 -0.535
C -2.613 -6.621 0.196
C -2.698 -7.897 -0.333
C -2.313 -8.163 -1.621
C -1.785 -7.121 -2.404
C -1.616 -5.865 -1.855
H -3.959 -2.331 -2.180
H -2.776 -1.357 -1.321
H -4.509 -1.183 -0.919
H -5.119 -5.309 -0.227
H -6.154 -3.976 -0.347
H -5.591 -4.544 1.201
H -1.744 -4.271 1.124
H -1.209 -3.583 -0.514
H -2.995 -6.446 1.202
H -2.906 -8.733 0.380
H -2.352 -9.190 -2.034
H -1.444 -7.365 -3.403
H -1.160 -5.104 -2.469
O -0.248 0.155 -1.616
C 0.943 0.518 -1.924
O 1.500 1.644 -1.464
C 1.624 -0.202 -3.109
C 3.074 0.285 -3.275
Ge 3.299 2.074 -2.340
C 4.311 2.117 -0.597
C 4.391 1.050 0.254
C 5.181 1.014 1.361
C 5.936 2.145 1.672
C 5.746 3.330 0.935
C 4.984 3.280 -0.246
C 5.096 2.601 -3.242
C 5.956 1.629 -3.692
C 7.180 1.921 -4.264
C 7.604 3.243 -4.323
C 6.713 4.251 -3.904
C 5.494 3.922 -3.360
C 2.362 3.698 -3.045
C 1.732 4.481 -2.100
C 1.437 5.812 -2.344
C 1.643 6.313 -3.602
C 2.030 5.458 -4.635
C 2.490 4.205 -4.346
H 0.998 0.087 -4.032
H 1.610 -1.316 -3.066
H 3.476 0.387 -4.289
H 3.710 -0.381 -2.660
H 3.799 0.169 0.061
H 5.203 0.148 2.050
H 6.653 2.153 2.453
H 6.246 4.264 1.162
H 4.873 4.164 -0.831
H 5.628 0.574 -3.617
H 7.776 1.152 -4.677
H 8.612 3.518 -4.715
H 6.942 5.316 -4.004
H 4.864 4.698 -2.986
H 1.425 4.074 -1.118
H 1.165 6.424 -1.496
H 1.450 7.359 -3.804
H 2.041 5.749 -5.660
H 3.063 3.603 -5.017
*
```

Results of the Mulliken charge analysis, in e, for atoms 1 through 99: atom 1 (Na): 0.9826, atom 2 (C): 0.3869, atom 3 (C): 0.8338, atom 4 (C): -1.0352, atom 5 (C): -0.5919, atom 6 (C): -0.9056, atom 7 (C): 0.3290, atom 8 (N): 0.4924, atom 9 (C): 0.1788, atom 10 (C): -0.5903, atom 11 (C): -0.7626, atom 12 (C): -1.0181, atom 13 (C): 0.3839, atom 14 (N): 0.0321, atom 15 (C): 0.5215, atom 16 (C): -0.7827, atom 17 (C): -0.4850, atom 18 (C): -0.7268, atom 19 (C): 0.7071, atom 20 (C): -0.7803, atom 21 (N): -0.0819, atom 22 (H): -0.6491, atom 23 (H): -0.4629, atom 24 (H): 0.3899, atom 25 (H): 0.2778, atom 26 (H): 0.4118, atom 27 (H): 0.1250, atom 28 (H): 0.2937, atom 29 (H): 0.3852, atom 30 (H): 0.3549, atom 31 (H): 0.3499, atom 32 (H): 0.3801, atom 33 (H): 0.3245, atom 34 (H): 0.0753, atom 35 (H): 0.4374, atom 36 (H): 0.0697, atom 37 (C): -1.4897, atom 38 (C): 0.9260, atom 39 (C): -0.7962, atom 40 (C): -0.3490, atom 41 (N): -0.4948, atom 42 (C): 0.3619, atom 43 (S): -0.4640, atom 44 (N): 0.0078, atom 45 (H): 0.4607, atom 46 (H): 0.3628, atom 47 (H): 0.2757, atom 48 (H): 0.3417, atom 49 (H): 0.4086, atom 50 (C): -1.0758, atom 51 (As): 0.6710, atom 52 (C): -1.2334, atom 53 (C): -0.4678, atom 54 (C): 0.0849, atom 55 (C): 0.0171, atom 56 (C): -0.6898, atom 57 (C): -0.3741, atom 58 (C): -0.6498, atom 59 (C): -0.5242, atom 60 (H): 0.4807, atom 61 (H): 0.0891, atom 62 (H): 0.4402, atom 63 (H): 0.4258, atom 64 (H): 0.3882, atom 65 (H): 0.3226, atom 66 (H): 0.2011, atom 67 (H): 0.3648, atom 68 (H): 0.4877, atom 69 (H): 0.2967, atom 70 (H): 0.3236, atom 71 (H): 0.3809, atom 72 (H): 0.4543, atom 73 (O): -0.5963, atom 74 (C): 0.5871, atom 75 (O): -0.2769, atom 76 (C): -0.5638, atom 77 (C): -1.4839, atom 78 (Ge): 2.4764, atom 79 (C): 0.3970, atom 80 (C): 0.1864, atom 81 (C): -0.6168, atom 82 (C): -0.5553, atom 83 (C): -0.8354, atom 84 (C): -0.1353, atom 85 (C): -0.2513, atom 86 (C): -0.3986, atom 87 (C): -0.7428, atom 88 (C): -0.5182, atom 89 (C): -0.8742, atom 90 (C): -0.3933, atom 91 (C): -0.0973, atom 92 (C): -0.3869, atom 93 (C): -0.7173, atom 94 (C): -0.4130, atom 95 (C): -0.6832, atom 96 (C): -0.1556, atom 97 (H): 0.2695, atom 98 (H): 0.3210, atom 99 (H): 0.5075

Entry 5:
Entry from OMol25: C7H6BrF3S in the gas phase at a distorted geometry (ωB97M-V/def2-TZVPD).

- E_LUMO: -0.45 eV
- HOMO-LUMO gap: 7.817 eV
- E_tot: -3542.029276 hartree
- F_max: 4.30 eV/Å
- Structure (SMILES): FC(F)(F)/C(Br)=C/C=C\C=C\S

Structure (ORCA input):
```
! wB97M-V def2-TZVPD RIJCOSX def2/J DEFGRID3
* xyz 0 1
F -1.745 -1.497 -1.669
C -2.128 -0.564 -0.769
F -2.327 -1.322 0.279
F -3.306 -0.095 -1.168
C -1.207 0.474 -0.456
Br -1.468 1.083 1.320
C -0.226 0.809 -1.265
C 0.832 1.684 -0.841
C 1.588 1.329 0.256
C 1.435 0.086 0.912
C 0.704 -1.021 0.727
S 0.915 -2.474 1.762
H -0.285 0.284 -2.327
H 1.071 2.531 -1.508
H 2.253 2.133 0.517
H 1.970 -0.062 1.847
H -0.005 -1.254 -0.090
H 1.932 -2.124 2.473
*
```

Want to see where the charge sits? The natural (NBO) charges in e are: atom 1 (F): -0.3281, atom 2 (C): 0.9070, atom 3 (F): -0.3124, atom 4 (F): -0.3103, atom 5 (C): -0.1868, atom 6 (Br): 0.1250, atom 7 (C): -0.1975, atom 8 (C): -0.2343, atom 9 (C): -0.1769, atom 10 (C): -0.3204, atom 11 (C): -0.2629, atom 12 (S): 0.0488, atom 13 (H): 0.2542, atom 14 (H): 0.2264, atom 15 (H): 0.2307, atom 16 (H): 0.2103, atom 17 (H): 0.2201, atom 18 (H): 0.1071